i) Density functional theory data (the ωB97M-V functional and the def2-TZVPD basis) for 3 unconnected molecules or ions with the total composition C7H8ClN4.

Last columns: bonded neighbours and bond lengths (Å).
Geometry (Å):
1 C -2.434 -0.469 -1.655  C2 1.348, C3 1.412, H13 1.057
2 C -2.403 0.269 -0.528  C1 1.348, C4 1.401, H14 1.053
3 C -1.601 -1.590 -1.865  C1 1.412, C5 1.416, H15 1.075
4 C -1.520 -0.092 0.499  C2 1.401, C6 1.335, H16 1.093
5 C -0.673 -1.965 -0.863  C3 1.416, C6 1.314, H17 1.098
6 C -0.807 -1.174 0.177  C4 1.335, C5 1.314
7 C 1.890 1.459 2.026  N8 1.294, N9 1.381, H18 1.085
8 N 0.942 0.852 1.387  C7 1.294, N11 1.361
9 N 3.014 0.659 2.088  C7 1.381, N10 1.327, H19 1.075
10 N 2.714 -0.411 1.363  N9 1.327, N11 1.256
11 N 1.508 -0.330 1.021  N8 1.361, N10 1.256
12 Cl 0.864 1.235 -2.053  H20 1.364
13 H -2.918 -0.082 -2.512  C1 1.057
14 H -3.075 1.062 -0.363  C2 1.053
15 H -1.604 -2.168 -2.772  C3 1.075
16 H -1.331 0.362 1.475  C4 1.093
17 H -0.195 -2.938 -1.043  C5 1.098
18 H 1.927 2.309 2.699  C7 1.085
19 H 3.873 0.850 2.706  N9 1.075
20 H 1.829 2.161 -1.785  Cl12 1.364

Computed properties:
Charge   +1
Lowest unoccupied orbital energy   -0.229 Eh
HOMO-LUMO gap   8.01 eV
Spin multiplicity   1
HOMO   -14.2 eV

These are the natural (NBO) partial charges, in e, on atoms 1 to 5: number 1, C, carries -0.19; number 2, C, carries -0.14; number 3, C, carries -0.12; number 4, C, carries -0.34; number 5, C, carries -0.38



ii) Density functional theory data (the ωB97M-V functional and the def2-TZVPD basis) for 2 unconnected molecules or ions with the total composition C7H8ClN4.

Last columns: bonded neighbours and bond lengths (Å).
Geometry (Å):
1 C -2.558 -1.920 0.198  C2 1.420, C3 1.407, H13 1.168
2 C -1.717 -2.377 -0.851  C1 1.420, C4 1.357, H14 1.110
3 C -2.049 -1.105 1.226  C1 1.407, C5 1.406, H15 1.008
4 C -0.447 -1.900 -0.873  C2 1.357, C6 1.416, H16 1.122
5 C -0.720 -0.647 1.193  C3 1.406, C6 1.407, H17 1.078
6 C 0.080 -1.008 0.092  C4 1.416, C5 1.407, N10 1.391
7 C 3.834 1.264 0.025  N8 1.390, N9 1.244, H18 1.081
8 N 3.414 0.136 0.720  C7 1.390, N11 1.153
9 N 3.204 1.450 -1.031  C7 1.244, H19 0.956
10 N 1.366 -0.499 -0.055  C6 1.391, N11 1.164
11 N 2.393 -0.337 0.469  N8 1.153, N10 1.164
12 Cl -0.420 2.566 -0.068  H20 1.316
13 H -3.652 -2.287 0.377  C1 1.168
14 H -2.040 -3.173 -1.554  C2 1.110
15 H -2.552 -0.787 2.040  C3 1.008
16 H 0.172 -2.032 -1.799  C4 1.122
17 H -0.429 0.068 1.944  C5 1.078
18 H 4.620 1.759 0.579  C7 1.081
19 H 3.394 2.130 -1.674  N9 0.956
20 H 0.258 2.300 1.028  Cl12 1.316

Computed properties:
Charge   +1
Lowest unoccupied orbital energy   -0.214 Eh
HOMO-LUMO gap   7.78 eV
Spin multiplicity   1
HOMO   -13.6 eV

These are the natural (NBO) partial charges, in e, on atoms 1 to 5: number 1, C, carries -0.11; number 2, C, carries -0.21; number 3, C, carries -0.20; number 4, C, carries -0.15; number 5, C, carries -0.14



Stability summary - winner: ii); margin: 3.8 kcal/mol.



i) Density functional theory data (the ωB97M-V functional and the def2-TZVPD basis) for 2 unconnected molecules or ions with the total composition C4H3ClSi.

Last columns: bonded neighbours and bond lengths (Å).
Geometry (Å):
1 C -1.416 1.120 -2.027  C3 1.201, H7 1.059
2 C 2.347 0.079 1.370  C4 1.197, H8 1.046
3 C -0.665 0.274 -1.624  C1 1.201, Si5 1.844
4 C 1.585 -0.376 0.567  C2 1.197, Si5 1.854
5 Si 0.318 -0.952 -0.657  C3 1.844, C4 1.854, Cl6 2.001
6 Cl 1.162 -2.283 -1.891  Si5 2.001
7 H -2.135 1.733 -2.507  C1 1.059
8 H 3.133 0.505 1.913  C2 1.046
9 H -1.564 -2.633 -0.132  no bonds

Computed properties:
Charge   0
Lowest unoccupied orbital energy (alpha / beta)   -0.040 / -0.032 Eh
HOMO-LUMO gap (alpha / beta)   8.37 / 7.52 eV
Spin multiplicity   1
HOMO (alpha / beta)   -9.5 / -8.4 eV

These are the natural (NBO) partial charges, in e, on atoms 1 to 5: number 1, C, carries -0.12; number 2, C, carries -0.11; number 3, C, carries -0.54; number 4, C, carries -0.53; number 5, Si, carries 1.35



ii) Density functional theory data (the ωB97M-V functional and the def2-TZVPD basis) for 2 unconnected molecules or ions with the total composition C4H3ClSi.

Last columns: bonded neighbours and bond lengths (Å).
Geometry (Å):
1 C -1.893 1.221 -1.323  C3 1.171, H7 1.102
2 C 2.692 -0.399 0.059  C4 1.208, H8 1.064
3 C -1.381 0.304 -0.807  C1 1.171, Si5 1.923
4 C 1.495 -0.342 0.215  C2 1.208, Si5 1.811
5 Si -0.274 -0.662 0.435  C3 1.923, C4 1.811, Cl6 1.918
6 Cl -0.816 -2.441 0.903  Si5 1.918
7 H -2.669 1.594 -2.011  C1 1.102
8 H 3.746 -0.259 0.002  C2 1.064
9 H -0.901 0.985 2.527  no bonds

Computed properties:
Charge   0
Lowest unoccupied orbital energy (alpha / beta)   -0.029 / -0.022 Eh
HOMO-LUMO gap (alpha / beta)   8.56 / 7.23 eV
Spin multiplicity   1
HOMO (alpha / beta)   -9.3 / -7.8 eV

These are the natural (NBO) partial charges, in e, on atoms 1 to 5: number 1, C, carries -0.17; number 2, C, carries -0.10; number 3, C, carries -0.48; number 4, C, carries -0.56; number 5, Si, carries 1.33



Stability summary - winner: i); margin: 18.6 kcal/mol.



i) Density functional theory data (the ωB97M-V functional and the def2-TZVPD basis) for a single C2H2N2O molecule.

Last columns: bonded neighbours and bond lengths (Å).
Geometry (Å):
1 C 0.849 0.190 -0.093  C2 1.420, H3 1.123, N6 1.353
2 C -0.497 0.637 -0.033  C1 1.420, H4 0.949, O7 1.369
3 H 1.771 0.767 0.189  C1 1.123
4 H -0.875 1.504 0.053  C2 0.949
5 N -0.455 -1.605 0.011  N6 1.204, O7 1.607
6 N 0.656 -1.148 -0.067  C1 1.353, N5 1.204
7 O -1.450 -0.345 -0.061  C2 1.369, N5 1.607

Computed properties:
Charge   0
Lowest unoccupied orbital energy   0.021 Eh
HOMO-LUMO gap   10.76 eV
Spin multiplicity   1
HOMO   -10.2 eV

These are the natural (NBO) partial charges, in e, on atoms 1 to 5: number 1, C, carries -0.23; number 2, C, carries 0.21; number 3, H, carries 0.25; number 4, H, carries 0.18; number 5, N, carries 0.13



ii) Density functional theory data (the ωB97M-V functional and the def2-TZVPD basis) for a single C2H2N2O molecule.

Last columns: bonded neighbours and bond lengths (Å).
Geometry (Å):
1 C 2.821 0.728 -1.401  N3 1.192, O5 1.164
2 C -0.186 0.240 -0.154  N4 1.259, H6 1.039, H7 1.121
3 N 1.642 0.850 -1.519  C1 1.192, N4 1.374
4 N 0.417 1.033 -0.923  C2 1.259, N3 1.374
5 O 3.932 0.381 -1.416  C1 1.164
6 H 0.298 -0.600 0.221  C2 1.039
7 H -1.206 0.467 0.252  C2 1.121

Computed properties:
Charge   0
Lowest unoccupied orbital energy   0.021 Eh
HOMO-LUMO gap   10.26 eV
Spin multiplicity   1
HOMO   -9.7 eV

These are the natural (NBO) partial charges, in e, on atoms 1 to 5: number 1, C, carries 0.84; number 2, C, carries -0.06; number 3, N, carries -0.40; number 4, N, carries -0.22; number 5, O, carries -0.51



iii) Density functional theory data (the ωB97M-V functional and the def2-TZVPD basis) for 2 unconnected molecules or ions with the total composition C2H2N2O.

Last columns: bonded neighbours and bond lengths (Å).
Geometry (Å):
1 O 1.653 -0.434 0.251  N5 1.142
2 N 0.669 1.108 -0.211  C3 1.290
3 C -0.588 0.832 -0.294  N2 1.290, C4 1.419, H6 1.105
4 C -1.044 -0.315 -0.995  C3 1.419, H7 1.102
5 N 1.375 -1.493 -0.073  O1 1.142
6 H -1.335 1.620 -0.089  C3 1.105
7 H -0.704 -1.312 -0.671  C4 1.102

Computed properties:
Charge   0
Lowest unoccupied orbital energy (alpha / beta)   -0.051 / -0.056 Eh
HOMO-LUMO gap (alpha / beta)   6.93 / 6.76 eV
Spin multiplicity   1
HOMO (alpha / beta)   -8.3 / -8.3 eV

These are the natural (NBO) partial charges, in e, on atoms 1 to 5: number 1, O, carries -0.04; number 2, N, carries -0.30; number 3, C, carries -0.21; number 4, C, carries 0.02; number 5, N, carries 0.18



Stability summary - winner: ii); margin: 16.2 kcal/mol.